The following is a DFT calculation (the ωB97M-V functional and the def2-TZVPD basis) of a structure of composition C16H8F9N2OS4V.

Each line ends with the natural charge from an NBO analysis.
Geometry (Å):
V  -1.110  -0.241  0.177  1.04
S  -4.282  -0.208  0.949  -0.07
S  -3.403  -0.504  -0.915  -0.59
S  -1.411  0.046  2.565  -0.53
S  -3.092  -1.159  2.315  -0.03
F  1.666  -3.962  -1.385  -0.34
F  -2.408  -4.330  0.907  -0.30
F  -0.173  -4.347  -2.435  -0.32
F  -1.263  -5.705  -0.314  -0.34
F  1.222  -5.057  0.813  -0.33
F  0.459  -2.330  -2.073  -0.31
F  1.415  -2.983  1.380  -0.32
F  -0.192  -4.176  2.163  -0.31
F  -2.424  -4.094  -1.222  -0.31
O  -0.834  -2.215  0.099  -0.83
N  0.864  0.413  -0.095  -0.49
N  -1.279  1.966  -0.011  -0.46
C  0.384  -3.546  -1.516  0.95
C  -0.089  2.592  -0.002  0.23
C  -1.646  -4.408  -0.182  0.96
C  3.234  0.144  -0.349  -0.25
C  -2.382  2.692  0.009  0.09
C  0.042  3.990  0.013  -0.11
C  3.449  1.494  -0.280  -0.15
C  2.449  3.774  -0.093  -0.19
C  1.071  1.752  -0.063  0.14
C  1.356  4.561  -0.017  -0.18
C  2.342  2.346  -0.141  -0.08
C  -2.348  4.088  0.039  -0.25
C  1.932  -0.355  -0.252  0.07
C  -0.407  -3.440  -0.116  0.05
C  -1.139  4.742  0.042  -0.14
C  0.521  -3.929  1.063  0.95
H  -1.085  5.825  0.061  0.21
H  3.443  4.208  -0.130  0.21
H  1.752  -1.417  -0.276  0.23
H  -3.311  2.138  0.003  0.25
H  1.453  5.640  0.012  0.21
H  4.053  -0.554  -0.464  0.22
H  4.450  1.909  -0.339  0.21
H  -3.279  4.639  0.062  0.22

Values from the calculation:
Total charge ... -1
HOMO (spin up / spin down) ... -3.349 / -3.864 eV
Multiplicity ... 4